Record 1
Computed, not measured: 2 unconnected molecules or ions with the total composition C7H14N2O3 in a non-equilibrium geometry, with the ωB97M-V functional and the def2-TZVPD basis.

Values from the calculation:
- Calculated total energy: -610.2949 Eh
- SMILES: CC(=O)/C=C(/C)O.CC(=O)NN
- Relative energy (zero: lowest compared OMol25 entry of this formula, charge and spin): 290.6 kJ/mol
- E_LUMO: 0.02533 hartree
- Multiplicity: 1
- Orbital gap: 8.97 eV
- Highest occupied orbital energy: -8.28 eV

Structure (XYZ):
```
26
Properties=species:S:1:pos:R:3:forces:R:3:lowdin_charge:R:1
C 1.260957 -3.017943 0.392136 -0.19 2.90 0.01 0.01
C 1.270031 -1.621804 -0.219167 -0.74 1.54 -0.94 -0.39
O 0.400710 -1.370598 -1.097168 1.37 -0.29 0.54 -0.05
C 2.185183 -0.563449 0.272510 -1.30 -1.28 -0.61 0.01
C 2.122678 0.717765 -0.184763 -0.15 -1.80 -2.14 -0.39
C 2.985093 1.792138 0.206891 1.98 2.82 0.91 -0.04
O 1.416205 1.082763 -1.273395 -0.36 -0.76 0.36 0.07
H 0.166448 -3.124952 0.464694 0.66 -0.85 0.64 0.10
H 1.716328 -3.647329 -0.329056 0.26 -0.99 -0.49 0.07
H 1.880450 -2.876261 1.281302 -0.58 -0.96 0.28 0.08
H 2.869026 -0.893114 1.028490 0.29 0.43 0.36 0.10
H 2.972510 2.573230 -0.605234 0.08 -0.86 0.76 0.10
H 2.521512 2.316936 1.089055 0.85 -0.55 -0.48 0.11
H 4.091555 1.502491 0.367111 -1.97 0.32 0.14 0.12
H 0.959114 0.280561 -1.632945 -0.13 0.19 0.58 0.10
C -3.104294 1.397947 1.140569 -0.14 2.05 0.78 0.00
C -1.994366 0.560482 0.691626 1.06 -0.75 -0.41 -0.57
O -0.958983 0.368975 1.275296 1.56 0.21 2.58 0.04
N -1.989224 0.009455 -0.521464 -2.47 0.22 -1.63 0.00
N -3.079872 -0.006287 -1.409562 -1.14 0.54 1.68 0.05
H -3.367486 1.363862 2.211723 0.57 -0.25 -0.53 0.10
H -3.949068 1.206795 0.567910 -1.82 -0.73 -0.89 0.04
H -2.911626 2.462477 0.876367 0.32 -0.54 0.38 0.11
H -1.395661 -0.719582 -0.751645 2.16 -1.08 0.29 0.07
H -2.959163 -0.713254 -2.093344 0.21 -0.27 -0.73 0.07
H -3.108063 0.918686 -1.747927 -0.38 0.73 -1.45 0.07
```
Forces are in eV/Å.

---

Record 2
Computed, not measured: 2 unconnected molecules or ions with the total composition C10H17N3 in a non-equilibrium geometry, with the ωB97M-V functional and the def2-TZVPD basis.

Values from the calculation:
- Total charge: +2
- Calculated total energy: -554.7475 Eh
- Relative energy (zero: lowest compared OMol25 entry of this formula, charge and spin): 430.9 kJ/mol
- E_LUMO: -0.35359 hartree
- Multiplicity: 1
- Orbital gap: 5.66 eV
- Highest occupied orbital energy: -15.29 eV

Structure (XYZ):
```
30
Properties=species:S:1:pos:R:3:forces:R:3:lowdin_charge:R:1
C -2.824596 0.874389 -3.213347 -0.83 2.92 0.40 0.06
C -1.910459 -0.130021 -3.406547 1.40 -1.39 -0.42 0.01
C -2.516249 1.743082 -2.131379 -2.06 -0.06 -0.25 0.03
C -0.781469 -0.271763 -2.628757 -0.88 0.30 2.12 0.06
C -1.520881 1.431887 -1.225528 -1.83 1.02 -1.59 0.01
C 0.266717 0.181874 -0.385783 2.38 -2.33 2.16 0.10
C -0.634895 -0.828910 3.579181 0.63 0.57 0.11 -0.10
C 1.111429 0.665280 4.010196 5.53 3.98 3.68 -0.11
C 2.021308 -1.109340 0.789174 -0.54 0.91 2.78 0.02
C 2.169415 -0.563123 -1.610658 2.73 1.44 -0.86 0.00
N -0.635853 0.461874 -1.440389 0.76 -0.48 -1.29 0.02
N 0.335131 0.196391 3.227965 -1.75 -2.67 -3.64 -0.17
N 1.426369 -0.473499 -0.371321 -2.08 2.07 -2.96 -0.09
H -3.733479 1.186644 -3.850050 1.59 -1.23 0.90 0.18
H -1.979469 -0.916528 -4.137176 -0.35 0.12 -0.53 0.14
H -3.266937 2.565680 -1.880065 1.45 -1.11 -0.30 0.17
H -0.126774 -1.103794 -2.654540 0.44 -0.57 -0.65 0.13
H -1.571225 2.024464 -0.377957 0.87 0.68 1.96 0.14
H -0.392295 -1.718067 2.932433 -0.31 0.54 1.13 0.09
H -0.688328 -0.983730 4.693006 -0.16 -0.31 -1.21 0.11
H -1.486488 -0.351003 3.152381 -1.58 -0.46 0.23 0.06
H 2.038172 1.313392 3.604648 -2.16 -1.05 0.84 0.12
H -0.052089 0.382939 0.642763 -0.56 0.25 -0.20 0.16
H 1.124288 0.633493 5.151585 -0.29 -0.56 -1.31 0.11
H 1.874667 -0.381607 1.668405 0.64 -0.88 -1.11 0.10
H 3.073303 -1.469993 0.663076 -1.14 0.60 -0.26 0.14
H 1.322379 -1.897589 1.093994 0.49 -0.29 -0.30 0.11
H 2.628757 -1.535544 -1.750664 -0.43 -0.20 -0.24 0.12
H 3.058355 0.188457 -1.701625 -1.07 -1.21 1.37 0.17
H 1.671197 -0.115336 -2.443022 -0.89 -0.60 -0.56 0.08
```
Forces are in eV/Å.

---

Record 3
Computed, not measured: a gas-phase ion, C3H10NS (charge +2) in a non-equilibrium geometry, with the ωB97M-V functional and the def2-TZVPD basis.

Values from the calculation:
- Total charge: +2
- Calculated total energy: -572.4931 Eh
- Relative energy (zero: lowest compared OMol25 entry of this formula, charge and spin): 60.8 kJ/mol
- E_LUMO (spin up / spin down): -0.28671 / -0.49121 hartree
- Multiplicity: 2
- Orbital gap (spin up / spin down): 13.40 / 8.36 eV
- Highest occupied orbital energy (spin up / spin down): -21.20 / -21.73 eV

Structure (XYZ):
```
15
Properties=species:S:1:pos:R:3:forces:R:3:lowdin_charge:R:1
C -0.317147 -0.630340 1.544444 -0.79 -0.69 -0.37 -0.11
C -0.452364 -1.251956 0.154797 0.39 -0.47 -0.21 -0.18
C 0.565838 -0.832589 -0.957071 0.22 -1.10 -0.07 -0.45
S 0.790957 0.845536 -1.513603 0.26 -0.14 -0.17 1.18
N -0.890463 0.783537 1.642961 1.01 -0.26 0.98 0.23
H -0.856523 -1.283016 2.227741 -0.37 0.29 0.12 0.15
H 0.702355 -0.684701 1.915237 0.21 0.66 -0.15 0.15
H -1.449218 -1.316644 -0.271366 -0.37 0.63 0.23 0.13
H -0.256384 -2.326488 0.325320 0.30 0.36 -0.16 0.15
H 0.323110 -1.434247 -1.853224 -0.44 0.39 -0.18 0.13
H 1.569531 -1.246687 -0.770805 0.00 0.75 0.40 0.11
H -0.439207 1.231438 -1.965069 0.00 -0.39 0.12 -0.01
H -1.900105 0.864198 1.800062 -0.08 -0.33 -0.35 0.19
H -0.465124 1.268711 2.444759 -0.04 -0.07 0.04 0.19
H -0.601976 1.320095 0.835364 -0.31 0.38 -0.22 0.12
```
Forces are in eV/Å.

---

Record 4
Computed, not measured: a single C4H11NO2S molecule in a non-equilibrium geometry, with the ωB97M-V functional and the def2-TZVPD basis.

Values from the calculation:
- Calculated total energy: -762.2600 Eh
- Relative energy (zero: lowest compared OMol25 entry of this formula, charge and spin): 0.0 kJ/mol
- E_LUMO (spin up / spin down): 0.02716 / -0.08934 hartree
- Multiplicity: 3
- Orbital gap (spin up / spin down): 5.47 / 8.39 eV
- Highest occupied orbital energy (spin up / spin down): -4.73 / -10.82 eV

Structure (XYZ):
```
19
Properties=species:S:1:pos:R:3:forces:R:3:lowdin_charge:R:1
C 1.916236 -0.407827 -0.622747 -0.40 0.00 0.13 -0.09
C -0.323748 0.247170 -1.627651 0.11 -0.33 0.61 -0.07
C -1.739459 1.058272 1.453063 -0.10 0.30 0.47 -0.15
C 0.424467 -0.561575 -0.610469 1.97 -1.60 -4.28 -0.66
N -0.026606 -1.842205 -0.389547 -0.32 -0.19 0.39 0.12
O 0.786357 1.826211 1.223191 0.31 0.29 -0.23 -0.32
O 0.323257 -0.348314 2.331442 0.23 -0.29 -0.05 -0.34
S 0.038984 0.583886 1.253344 -2.06 1.85 3.27 0.70
H 2.356391 -0.933180 0.221084 0.22 -0.06 0.12 0.08
H 2.174520 0.644931 -0.544835 0.19 0.07 -0.05 0.07
H 2.333505 -0.812246 -1.545431 0.21 -0.10 -0.19 0.08
H -1.388663 0.019987 -1.613419 -0.17 0.04 -0.03 0.08
H 0.057076 0.039329 -2.627655 0.00 0.02 -0.21 0.09
H -0.181948 1.306067 -1.425105 -0.04 0.28 -0.07 0.08
H -2.335063 0.156179 1.494958 0.04 -0.21 -0.03 0.05
H -1.797240 1.599966 2.389366 -0.11 0.16 0.28 0.05
H -2.026646 1.694803 0.626651 0.10 0.05 -0.17 0.05
H 0.437903 -2.316486 0.372892 -0.06 -0.15 0.05 0.10
H -1.029322 -1.954969 -0.359131 -0.12 -0.12 0.02 0.09
```
Forces are in eV/Å.